(1)
8
Properties=species:S:1:pos:R:3 method="wB97M-V/def2-TZVPD" homo_energy_ev="-8.96 / -7.12" spin_multiplicity=1 orbital_gap_ha="0.3383 / 0.2482" relative_energy_kcal_mol=98.1 total_charge=0 total_energy_ev=-69527.2340
C 0.389 -1.971 -0.374
C -0.533 1.195 0.961
O 0.437 -1.453 -1.462
Se -0.559 1.125 -0.815
H 0.975 -2.810 -0.270
H -1.625 1.029 1.325
H 0.145 1.016 1.750
H 0.771 1.868 -1.116

=====

(2)
18
Properties=species:S:1:pos:R:3 method="wB97M-V/def2-TZVPD" homo_energy_ev=-7.82 spin_multiplicity=1 orbital_gap_ha=0.3245 relative_energy_kcal_mol=67.8 total_charge=0 total_energy_ev=-8794.6782
C -0.400 0.312 -0.307
C -0.097 -0.102 -1.735
C 1.844 -0.616 0.348
N 0.740 0.295 0.582
N -1.045 1.592 -0.284
C -0.932 -0.625 0.939
N -1.650 -0.039 1.794
H 1.100 1.291 0.858
H -1.432 1.751 0.643
H -1.809 1.616 -0.949
H -1.949 -0.623 2.570
H -0.677 -1.690 0.934
H 0.293 -1.114 -1.806
H -0.999 -0.038 -2.344
H 0.640 0.598 -2.144
H 2.529 -0.253 -0.428
H 2.360 -0.762 1.299
H 1.485 -1.595 0.030

=====

(3)
16
Properties=species:S:1:pos:R:3 method="wB97M-V/def2-TZVPD" homo_energy_ev=-9.02 spin_multiplicity=1 smiles="N[C@@H](CO)CC=O" orbital_gap_ha=0.3581 relative_energy_kcal_mol=72.5 total_charge=0 total_energy_ev=-9876.9163
N 0.254 -0.204 -1.468
C -0.047 -0.183 -0.083
C 0.332 -1.510 0.694
O -0.080 -2.606 -0.051
C 0.495 1.136 0.492
C -0.534 2.253 0.254
O -0.356 3.436 0.071
H -0.398 0.201 -2.177
H 0.919 -0.844 -1.728
H -1.259 -0.109 -0.098
H -0.023 -1.643 1.838
H 1.436 -1.701 0.666
H -1.028 -2.785 -0.281
H 0.621 1.061 1.604
H 1.315 1.600 -0.055
H -1.648 1.899 0.321

=====

(4)
336
Properties=species:S:1:pos:R:3 method="wB97M-V/def2-TZVPD" homo_energy_ev=-8.45 spin_multiplicity=1 orbital_gap_ha=0.3227 relative_energy_kcal_mol=0.0 total_charge=0 total_energy_ev=-158375.6833
C 2.310 2.383 4.637
O 1.459 1.492 5.210
C 0.742 2.122 6.305
C 0.030 1.069 7.162
N -0.942 0.363 6.351
C -1.503 -0.730 7.124
C -0.558 -1.702 7.722
O 0.254 -2.324 6.735
C 0.943 -3.485 7.323
H 3.046 2.808 5.418
H 1.797 3.277 4.139
H 2.919 1.922 3.851
H -0.021 2.825 5.914
H 1.516 2.606 6.973
H -0.440 1.625 7.993
H 0.791 0.471 7.659
H -0.495 0.041 5.500
H -2.099 -1.291 6.429
H -2.142 -0.222 7.886
H -1.128 -2.505 8.263
H 0.115 -1.227 8.487
H 0.211 -4.220 7.542
H 1.454 -3.118 8.213
H 1.681 -3.810 6.607
C -2.605 -2.182 -6.603
O -3.421 -2.331 -7.753
C -4.019 -1.150 -8.153
C -5.262 -0.679 -7.373
N -6.399 -1.593 -7.632
C -7.654 -1.179 -6.981
C -8.752 -2.095 -7.253
O -8.303 -3.377 -6.754
C -9.239 -4.429 -6.809
H -2.281 -3.239 -6.393
H -3.192 -1.779 -5.814
H -1.713 -1.593 -6.851
H -4.370 -1.156 -9.139
H -3.237 -0.376 -8.108
H -5.511 0.339 -7.683
H -4.976 -0.586 -6.310
H -6.176 -2.552 -7.301
H -8.011 -0.235 -7.376
H -7.493 -1.069 -5.873
H -9.029 -2.180 -8.309
H -9.615 -1.743 -6.695
H -10.177 -4.167 -7.313
H -9.470 -4.749 -5.759
H -8.775 -5.313 -7.311
C 3.065 -7.561 -0.900
O 3.131 -6.565 -1.942
C 3.333 -5.195 -1.451
C 3.220 -4.293 -2.636
N 4.347 -4.479 -3.507
C 4.693 -3.313 -4.311
C 3.658 -2.811 -5.315
O 2.443 -2.490 -4.646
C 1.337 -3.171 -5.194
H 2.894 -8.526 -1.429
H 2.148 -7.456 -0.301
H 3.983 -7.594 -0.337
H 4.287 -5.078 -0.893
H 2.508 -4.991 -0.737
H 3.171 -3.297 -2.209
H 2.301 -4.488 -3.132
H 4.149 -5.374 -3.951
H 5.647 -3.488 -4.850
H 4.914 -2.439 -3.716
H 3.522 -3.674 -6.002
H 4.021 -1.981 -5.895
H 1.209 -2.718 -6.157
H 0.447 -2.881 -4.610
H 1.587 -4.238 -5.267
C -0.127 -0.242 -9.747
O 0.607 -0.488 -8.633
C 0.915 0.746 -7.934
C 1.884 0.355 -6.796
N 2.474 1.522 -6.079
C 3.414 1.158 -5.050
C 2.610 0.628 -3.885
O 3.496 0.148 -2.890
C 2.817 -0.321 -1.762
H -0.786 0.648 -9.573
H -0.765 -1.169 -9.835
H 0.461 -0.083 -10.643
H -0.019 1.163 -7.526
H 1.437 1.474 -8.567
H 2.647 -0.280 -7.333
H 1.283 -0.319 -6.117
H 2.872 2.061 -6.822
H 3.945 2.036 -4.707
H 4.175 0.444 -5.358
H 1.919 -0.206 -4.145
H 2.001 1.432 -3.531
H 2.032 -1.070 -2.096
H 2.213 0.456 -1.229
H 3.373 -0.899 -1.082
C 2.710 0.523 1.367
O 1.639 -0.326 1.156
C 0.660 -0.108 2.198
C -0.086 1.211 1.904
N -1.124 1.108 0.860
C -0.561 1.278 -0.492
C -1.500 0.664 -1.556
O -0.828 0.888 -2.747
C -1.530 0.276 -3.850
H 2.402 1.563 1.347
H 3.533 0.251 0.694
H 3.076 0.315 2.379
H 0.999 0.071 3.205
H -0.115 -0.876 2.097
H 0.570 2.051 1.695
H -0.570 1.375 2.853
H -1.911 1.665 1.048
H 0.407 0.742 -0.559
H -0.407 2.327 -0.631
H -2.530 1.060 -1.451
H -1.461 -0.434 -1.305
H -1.452 -0.789 -3.775
H -1.021 0.603 -4.774
H -2.578 0.606 -3.869
C 3.317 0.310 9.913
O 3.014 -0.839 9.196
C 3.850 -1.267 8.215
C 3.510 -0.741 6.796
N 4.438 -1.421 5.886
C 4.221 -1.205 4.471
C 5.285 -1.860 3.638
O 6.574 -1.374 4.127
C 7.679 -1.452 3.304
H 3.353 1.250 9.290
H 4.288 0.171 10.438
H 2.483 0.486 10.592
H 3.836 -2.382 8.174
H 4.892 -1.040 8.456
H 3.531 0.361 6.753
H 2.484 -0.970 6.542
H 5.397 -1.247 6.196
H 4.339 -0.098 4.277
H 3.239 -1.543 4.200
H 5.180 -1.686 2.563
H 5.331 -2.962 3.785
H 8.461 -0.837 3.806
H 7.567 -1.047 2.285
H 8.112 -2.483 3.368
C 3.896 4.778 -2.266
O 2.837 5.515 -1.841
C 1.951 4.800 -0.988
C 0.655 5.611 -0.841
N -0.195 5.604 -2.039
C -0.684 4.347 -2.514
C -1.549 4.488 -3.751
O -0.851 4.962 -4.901
C 0.189 4.072 -5.379
H 4.508 5.377 -2.872
H 3.689 3.905 -2.866
H 4.524 4.509 -1.419
H 2.387 4.518 -0.041
H 1.720 3.932 -1.646
H 0.951 6.678 -0.708
H 0.095 5.351 0.038
H 0.296 6.070 -2.755
H -1.390 4.007 -1.812
H 0.081 3.530 -2.588
H -2.385 5.196 -3.552
H -1.966 3.509 -4.029
H 1.122 4.158 -4.827
H 0.340 4.271 -6.466
H -0.206 3.046 -5.225
C 6.573 2.119 4.611
C 6.227 2.447 3.215
C 6.553 3.855 2.802
O 7.104 1.536 2.515
H 7.674 2.215 4.769
H 6.288 1.096 4.825
H 6.022 2.743 5.361
H 5.171 2.232 2.905
H 7.632 4.069 2.956
H 5.942 4.580 3.402
H 6.238 4.004 1.795
H 7.300 1.973 1.629
C -4.001 4.681 -7.852
C -2.655 4.070 -8.132
C -2.570 2.690 -7.475
O -2.409 3.822 -9.524
H -4.166 4.879 -6.781
H -4.840 3.949 -8.061
H -4.184 5.626 -8.457
H -1.854 4.742 -7.793
H -2.708 2.812 -6.432
H -1.573 2.327 -7.582
H -3.265 1.971 -7.880
H -2.757 4.536 -10.092
C -5.911 -2.566 -2.273
C -4.725 -3.107 -3.108
C -5.113 -3.497 -4.448
O -3.697 -2.115 -3.205
H -6.111 -1.586 -2.777
H -5.690 -2.296 -1.260
H -6.766 -3.205 -2.294
H -4.229 -3.892 -2.584
H -5.584 -2.626 -4.931
H -5.832 -4.315 -4.379
H -4.290 -3.735 -5.060
H -3.177 -2.244 -2.424
C 5.945 1.361 -1.041
C 7.441 1.573 -1.155
C 7.852 1.967 -2.536
O 7.839 2.685 -0.206
H 5.600 0.651 -1.775
H 5.473 2.287 -1.373
H 5.596 1.084 -0.065
H 7.927 0.616 -0.957
H 7.288 2.866 -2.777
H 7.497 1.178 -3.184
H 8.973 2.092 -2.632
H 8.785 2.752 -0.374
C 5.787 -2.684 -0.229
C 6.794 -2.824 -1.338
C 8.239 -2.529 -0.850
O 6.754 -4.201 -1.786
H 5.630 -1.665 0.193
H 6.135 -3.278 0.624
H 4.867 -3.183 -0.554
H 6.483 -2.124 -2.109
H 8.981 -2.763 -1.559
H 8.400 -2.993 0.128
H 8.294 -1.428 -0.743
H 5.974 -4.380 -2.329
C -1.336 4.482 3.362
C -2.747 4.243 2.885
C -2.861 4.820 1.505
O -2.972 2.770 2.926
H -1.116 5.555 3.328
H -0.665 4.013 2.574
H -1.124 4.112 4.337
H -3.465 4.799 3.463
H -2.111 4.484 0.750
H -2.762 5.936 1.589
H -3.853 4.522 1.232
H -3.016 2.490 3.879
C -2.541 -4.177 5.691
C -2.981 -5.512 5.068
C -1.989 -6.546 5.414
O -4.287 -5.902 5.641
H -1.755 -3.658 5.197
H -2.149 -4.385 6.694
H -3.412 -3.531 5.735
H -3.121 -5.395 3.985
H -2.319 -7.457 4.894
H -1.922 -6.794 6.466
H -0.989 -6.329 5.031
H -4.277 -5.618 6.543
C -4.169 -2.430 2.471
C -3.328 -1.169 2.275
C -2.733 -0.800 3.625
O -2.330 -1.384 1.312
H -4.443 -2.714 1.456
H -5.068 -2.153 3.023
H -3.560 -3.162 2.941
H -4.008 -0.376 1.875
H -2.057 0.065 3.522
H -2.219 -1.678 4.083
H -3.571 -0.418 4.228
H -2.009 -0.524 1.042
C -5.776 1.725 -3.780
C -5.544 1.609 -2.283
C -5.034 2.949 -1.803
O -6.760 1.189 -1.623
H -6.489 2.555 -3.969
H -6.342 0.843 -4.055
H -4.882 1.810 -4.393
H -4.748 0.899 -2.045
H -4.923 3.106 -0.672
H -5.777 3.609 -2.227
H -4.090 3.224 -2.307
H -7.168 1.856 -1.095
C 0.273 -4.092 2.546
C 1.544 -4.345 1.791
C 2.763 -3.611 2.319
O 1.747 -5.799 1.784
H 0.089 -3.032 2.743
H 0.268 -4.665 3.454
H -0.587 -4.322 1.876
H 1.474 -4.000 0.749
H 2.543 -2.535 2.277
H 3.641 -3.839 1.688
H 3.026 -3.975 3.347
H 2.592 -5.949 1.332
C -1.423 -5.057 -2.134
C -1.252 -3.966 -1.031
C -0.266 -2.909 -1.347
O -2.569 -3.382 -0.848
H -0.463 -5.577 -2.274
H -1.819 -4.526 -2.982
H -2.235 -5.713 -1.837
H -0.881 -4.378 -0.097
H -0.157 -2.261 -0.474
H -0.565 -2.447 -2.295
H 0.753 -3.306 -1.522
H -2.435 -2.804 -0.067
C 3.834 7.275 6.313
C 3.103 6.087 5.738
C 1.674 6.444 5.576
O 3.682 5.587 4.480
H 3.844 7.168 7.387
H 3.446 8.263 6.013
H 4.889 7.209 6.059
H 3.208 5.213 6.341
H 1.017 5.590 5.281
H 1.549 7.245 4.753
H 1.376 6.771 6.552
H 3.443 6.167 3.733
C -4.748 3.485 6.351
C -3.856 2.351 6.543
C -4.677 1.081 6.721
O -2.838 2.266 5.515
H -5.459 3.594 7.171
H -5.399 3.372 5.460
H -4.083 4.343 6.132
H -3.332 2.419 7.488
H -5.400 1.398 7.481
H -3.998 0.265 6.966
H -5.266 0.910 5.758
H -2.256 1.494 5.739
C -6.893 1.391 3.057
C -6.823 1.030 1.590
C -7.438 -0.329 1.193
O -7.505 2.096 0.839
H -6.631 2.476 3.135
H -6.149 0.849 3.605
H -7.853 1.074 3.490
H -5.778 1.119 1.229
H -8.328 -0.568 1.799
H -6.710 -1.102 1.449
H -7.489 -0.328 0.049
H -8.461 1.926 0.935

=====

(5)
10
Properties=species:S:1:pos:R:3 method="wB97M-V/def2-TZVPD" homo_energy_ev=-10.99 spin_multiplicity=1 smiles="C[C@H](F)C(=O)F" orbital_gap_ha=0.4210 relative_energy_kcal_mol=69.8 total_charge=0 total_energy_ev=-10654.9310
C -0.749 0.297 -0.734
C 0.111 0.548 0.461
F 0.872 1.963 0.730
C 0.790 -1.114 0.351
O 0.611 -1.934 1.117
F 1.557 -1.238 -0.699
H -1.673 0.129 -0.132
H -0.266 -0.441 -1.315
H -1.163 1.067 -1.288
H -0.091 0.724 1.508

=====

(6)
76
Properties=species:S:1:pos:R:3 method="wB97M-V/def2-TZVPD" homo_energy_ev=-5.69 spin_multiplicity=1 orbital_gap_ha=0.2898 total_charge=-1 total_energy_ev=-143154.1923
C -2.619 1.010 -0.769
C -2.845 0.003 -1.879
C -1.625 -0.911 -2.185
O -0.437 -0.364 -1.663
Nb 1.338 -1.352 -2.006
O 0.362 -2.847 -2.971
C 1.676 -0.312 -4.004
C 3.032 -0.030 -4.491
O 4.006 -0.720 -4.554
Cl 3.210 1.710 -5.177
C 0.924 -2.504 -0.033
C -0.279 -2.108 0.694
O -1.320 -2.740 0.670
Br -0.237 -0.488 1.809
C 2.381 0.213 -0.779
C 2.454 1.615 -1.356
O 3.267 2.445 -0.479
C 1.107 2.288 -1.483
N 1.234 3.729 -1.816
N 3.169 -2.390 -2.012
C 3.172 -3.771 -2.526
C 3.224 -3.822 -4.036
H -3.461 1.702 -0.771
H -1.733 1.609 -0.907
H -2.634 0.541 0.204
H -3.658 -0.643 -1.556
H -3.202 0.474 -2.787
H -1.560 -0.983 -3.265
H -1.847 -1.877 -1.747
H -0.040 -3.484 -2.377
H 1.118 0.616 -4.018
H 1.203 -0.939 -4.758
H 0.799 -3.545 -0.312
H 1.793 -2.472 0.616
H 1.935 0.308 0.207
H 3.404 -0.114 -0.612
H 2.965 1.677 -2.312
H 2.668 2.748 0.202
H 0.528 2.140 -0.575
H 0.538 1.791 -2.260
H 2.173 3.855 -2.173
H 0.635 3.897 -2.613
H 3.505 -2.466 -1.061
H 4.104 -4.233 -2.190
H 2.379 -4.403 -2.129
H 3.036 -4.822 -4.410
H 2.504 -3.135 -4.460
H 4.195 -3.481 -4.370
C 4.666 3.219 6.846
C 4.107 4.160 5.801
O 3.717 3.448 4.617
C 2.522 2.878 4.649
O 1.750 2.897 5.558
C 2.240 2.199 3.299
F 3.299 1.524 2.868
F 1.936 3.129 2.381
F 1.219 1.365 3.396
H 5.488 2.636 6.431
H 5.031 3.781 7.705
H 3.905 2.519 7.189
H 4.867 4.867 5.478
H 3.264 4.732 6.187
C -5.095 -2.418 0.993
C -5.377 -1.092 1.655
O -6.623 -0.522 1.189
C -7.719 -0.961 1.771
O -7.803 -1.776 2.639
C -8.937 -0.222 1.189
F -8.872 -0.135 -0.140
F -8.999 1.020 1.682
F -10.064 -0.848 1.507
H -5.111 -2.314 -0.093
H -4.115 -2.785 1.294
H -5.846 -3.162 1.262
H -4.606 -0.374 1.388
H -5.390 -1.179 2.740

=====

(7)
8
Properties=species:S:1:pos:R:3 method="wB97M-V/def2-TZVPD" homo_energy_ev=-9.20 spin_multiplicity=1 orbital_gap_ha=0.2902 relative_energy_kcal_mol=11.8 total_charge=0 total_energy_ev=-158391.4749
Br 1.682 2.064 -1.772
C 0.962 0.396 -1.321
C 0.426 0.077 -0.158
I 0.470 1.444 1.513
H 0.894 -0.348 -2.253
H -0.147 -0.904 0.080
Br -1.251 -1.854 2.573
I -3.035 -0.875 1.337

=====

(8)
24
Properties=species:S:1:pos:R:3 method="wB97M-V/def2-TZVPD" homo_energy_ev=-7.47 spin_multiplicity=1 orbital_gap_ha=0.1842 relative_energy_kcal_mol=183.9 total_charge=0 total_energy_ev=-9454.0986
C 3.349 0.799 -0.267
C 1.956 0.538 -0.656
N 1.321 -0.335 0.322
C -0.429 -1.631 1.178
C -0.129 -0.497 0.144
C -1.001 0.680 0.505
N -2.379 0.343 0.255
C -3.167 0.822 -0.866
H 3.933 -0.141 -0.220
H 3.805 1.477 -0.999
H 3.358 1.286 0.731
H 1.528 1.601 -0.662
H 1.914 0.123 -1.722
H 1.261 -4.057 -0.904
H 0.332 -2.263 0.756
H -1.406 -2.014 0.879
H -0.355 -1.588 2.264
H -0.499 -0.716 -0.864
H 1.586 -3.434 -1.275
H -0.712 1.010 1.505
H -0.607 1.464 -0.148
H -3.258 1.916 -0.862
H -4.196 0.418 -0.843
H -2.743 0.593 -1.914